Formula: C18H36Br2O8S4
Source: the OMol25 dataset
Level of theory: ωB97M-V/def2-TZVPD

Structure (XYZ):
```
68
Properties=species:S:1:pos:R:3:forces:R:3:mulliken_charge:R:1
C 2.8939 1.7780 3.8913 -0.3 0.7 0.4 -0.232
C 1.9719 0.6191 4.2445 -0.4 -0.6 0.3 -0.649
C 0.5889 0.9506 3.7093 0.6 0.8 0.0 -0.283
S 0.3917 2.7067 4.1008 -0.7 0.0 -0.3 1.115
O -0.2395 2.8867 5.3960 0.3 -0.2 -0.6 -0.700
O -0.1754 3.3282 2.9192 0.2 0.1 0.5 -0.602
C 2.1443 3.0870 4.2716 0.5 -0.6 0.4 -0.819
H 3.1336 1.8256 2.8325 0.1 -0.2 0.0 -0.173
H 3.7942 1.6874 4.4961 0.2 0.1 -0.3 0.364
H 1.9361 0.5066 5.3326 0.0 0.1 0.0 0.381
H 2.3139 -0.3405 3.8513 0.1 0.1 -0.1 0.329
H -0.2767 0.4320 4.1019 0.0 -0.2 0.0 0.359
H 0.6359 0.9362 2.6198 -0.4 -0.1 0.0 0.040
H 2.2934 3.3064 5.3285 -0.1 0.0 0.0 0.342
H 2.4446 3.9623 3.7042 -0.2 0.0 -0.2 0.453
C -0.6600 -3.3725 3.4663 0.0 0.1 0.3 -0.669
C -2.0654 -3.8792 3.8233 -0.6 0.4 -1.2 -0.612
C -3.0421 -2.7145 3.5232 0.4 0.6 0.4 -0.886
S -2.3069 -1.7056 2.2147 -0.2 0.0 -0.1 1.275
O -2.1595 -0.3539 2.7179 0.0 -0.3 -0.3 -0.620
O -2.9804 -1.9571 0.9531 0.3 0.3 0.6 -0.732
C -0.7365 -2.5479 2.1952 0.3 -0.3 -0.6 -0.431
H 0.0468 -4.1814 3.2858 0.0 -0.1 0.4 0.374
H -0.3358 -2.7849 4.3299 0.4 0.1 -0.3 0.235
H -2.1076 -4.1474 4.8730 -0.2 -0.3 -0.1 0.388
H -2.3186 -4.7007 3.1511 0.0 -0.3 0.4 0.279
H -3.0822 -2.0347 4.3756 0.0 0.0 0.0 0.337
H -4.0630 -2.8922 3.1929 0.1 -0.6 0.1 0.439
H 0.1146 -1.8989 1.9959 -0.2 0.4 0.4 0.152
H -0.7741 -3.1757 1.3007 -0.2 -0.2 0.2 0.400
C 1.2595 0.2626 -5.1622 0.7 0.6 0.6 0.098
C -0.0530 -0.2946 -5.7259 0.4 -0.7 -0.2 -0.589
C 0.1117 -1.8226 -5.9280 -0.1 -0.3 -0.4 -0.637
S 1.8846 -2.1818 -5.8820 0.5 -0.2 0.8 1.052
O 2.4049 -2.9177 -7.0123 -0.5 0.4 0.3 -0.677
O 2.1408 -2.6971 -4.5363 -0.1 0.3 -0.8 -0.623
C 2.4102 -0.4631 -5.8685 -0.6 -0.2 -0.6 -0.785
H 1.3514 0.1965 -4.0758 -0.2 -0.5 0.0 -0.396
H 1.3931 1.3335 -5.3331 -0.3 0.0 -0.3 0.466
H -0.1976 0.1435 -6.7131 -0.1 0.0 0.0 0.307
H -0.9445 -0.0988 -5.1375 0.1 0.2 0.2 0.257
H -0.3447 -2.1443 -6.8629 0.3 0.0 -0.1 0.356
H -0.2668 -2.4941 -5.1581 -0.2 0.4 0.3 0.374
H 2.4434 -0.1271 -6.9078 0.1 -0.1 -0.1 0.348
H 3.4179 -0.4132 -5.4665 -0.1 0.1 0.3 0.433
C -1.7639 2.1728 0.1771 1.9 0.0 -1.7 0.112
C -1.7596 1.4678 -1.2175 -1.6 -1.9 0.8 -0.311
C -2.4883 2.3120 -2.2387 0.6 1.7 1.3 -0.854
S -3.7825 3.1869 -1.2919 0.3 -0.3 0.7 1.139
O -5.0932 2.5756 -1.4605 0.8 0.6 -0.1 -0.666
O -3.5411 4.6031 -1.5010 -0.6 -0.5 -0.1 -0.664
C -3.1358 2.7395 0.3638 -1.0 -0.4 0.3 -0.825
H -0.9398 2.8942 0.1470 -0.4 0.4 0.3 0.289
H -1.4373 1.4159 0.8861 -0.5 0.1 0.4 -0.259
H -2.3585 0.5651 -1.0075 0.2 -0.1 -0.4 0.245
H -0.7967 1.0939 -1.5546 0.2 0.4 0.0 0.057
H -2.8964 1.9452 -3.1708 0.1 -0.3 0.0 0.487
H -1.7855 3.1491 -2.3345 -0.3 0.1 -1.0 0.376
H -3.7978 1.9555 0.7431 0.0 -0.1 -0.3 0.339
H -3.2687 3.5617 1.0631 0.3 0.3 -0.3 0.542
Br 0.7738 -1.2539 -0.7284 0.7 0.2 -0.1 -0.029
C 2.5178 -0.8708 -1.5597 0.4 -0.6 -0.2 -0.405
C 3.7455 -1.0403 -0.6986 -0.2 0.1 1.1 -0.687
Br 3.9013 0.4309 0.6378 0.0 -0.6 -0.6 -0.143
H 2.4805 0.1318 -1.9701 -0.2 0.0 0.0 0.387
H 2.6000 -1.6156 -2.3520 -0.2 0.2 -0.2 0.202
H 4.6759 -1.0790 -1.2598 -0.2 0.5 -0.3 0.426
H 3.7591 -1.9489 -0.1006 -0.4 0.0 0.0 0.406
```
Positions in Å, forces in eV/Å.

DFT total energy = -219053.8902 eV
relative energy (zero: lowest compared OMol25 entry of this formula, charge and spin) = 0.753 eV
Kohn-Sham gap = 9.9148 eV
SMILES = O=S1(=O)CCCC1.O=S1(=O)CCCC1.O=S1(=O)CCCC1.O=S1(=O)CCCC1.BrCCBr
spin multiplicity = 1